(1)
Computed, not measured: a gas-phase ion, C3H7N4 (charge +1) at a distorted geometry, with ωB97M-V/def2-TZVPD.

SMILES: C/C=N\C=N/N=[NH2+]
Energy (a.u.): -337.1433
Gap between HOMO and LUMO (eV): 9.42
Relative energy (zero: lowest compared OMol25 entry of this formula, charge and spin) (kJ/mol): 422.7

Structure (ORCA input):
```
! RIJCOSX wB97M-V def2-TZVPD def2/J DEFGRID3
* xyz 1 1
C 1.5107 -0.6779 0.1446
C -0.4707 -1.9941 -0.0242
C 1.2612 0.4527 -0.7211
N 0.7559 -1.7319 0.3705
N -1.2896 -1.1122 -0.3051
N -2.3034 0.6003 0.6564
N -1.6645 0.0495 -0.3285
H 2.4986 -0.9624 0.5120
H -0.7131 -3.0530 -0.0996
H 1.1502 1.3139 -0.0904
H 2.1656 0.6359 -1.4369
H -2.4203 0.0810 1.5379
H -2.7336 1.5389 0.5641
H 0.3372 0.2238 -1.2980
*
```



(2)
Computed, not measured: a gas-phase ion, C3H7N4 (charge +1) at a distorted geometry, with ωB97M-V/def2-TZVPD.

SMILES: [H]/N=N/C=[NH+]/N=C/C
Energy (a.u.): -337.1184
Gap between HOMO and LUMO (eV): 8.20
Relative energy (zero: lowest compared OMol25 entry of this formula, charge and spin) (kJ/mol): 487.9

Structure (ORCA input):
```
! RIJCOSX wB97M-V def2-TZVPD def2/J DEFGRID3
* xyz 1 1
C 1.0648 0.3262 -0.0533
C -2.3577 -0.5806 0.0059
C 2.4580 -0.1566 0.0498
N -4.6193 0.2766 0.1573
N 0.0119 -0.5097 0.1092
N -3.5331 -0.0784 -0.1167
N -1.2348 0.1500 0.0749
H 0.7359 1.4578 -0.2425
H -2.1159 -1.5717 -0.1426
H 2.9083 0.1021 0.9809
H 3.2091 0.2281 -0.5709
H 2.4796 -1.2796 0.1404
H -5.2147 0.5593 -0.7579
H -1.4007 1.1873 0.2361
*
```



(3)
Computed, not measured: a molecular structure, C3H7N4 at a distorted geometry, with ωB97M-V/def2-TZVPD.

Energy (a.u.): -337.0286
Gap between HOMO and LUMO (spin up / spin down) (eV): 7.52 / 7.52
Relative energy (zero: lowest compared OMol25 entry of this formula, charge and spin) (kJ/mol): 723.8

Structure (ORCA input):
```
! RIJCOSX wB97M-V def2-TZVPD def2/J DEFGRID3
* xyz 1 1
C 0.8503 2.7000 -0.5042
C -0.3880 -0.6235 0.0554
C -0.1238 -1.8090 -0.7378
N 0.3976 1.4993 -0.8608
N 0.1925 0.3982 -0.3574
N 1.7439 3.4173 -0.9819
N -1.4902 -0.2736 1.6454
H 0.1057 2.9261 0.3176
H 0.6384 -2.3975 -0.2597
H 0.1724 -1.4344 -1.6707
H -1.0628 -2.3674 -0.8469
H 1.8113 4.4381 -1.0188
H -2.3459 -0.0316 1.1130
H -1.7845 -1.1588 2.1078
*
```



(4)
Computed, not measured: 2 unconnected molecules or ions with the total composition C3H7N4 at a distorted geometry, with ωB97M-V/def2-TZVPD.

Energy (a.u.): -337.2263
Gap between HOMO and LUMO (eV): 9.67
Relative energy (zero: lowest compared OMol25 entry of this formula, charge and spin) (kJ/mol): 204.6

Structure (ORCA input):
```
! RIJCOSX wB97M-V def2-TZVPD def2/J DEFGRID3
* xyz 1 1
C 2.2216 0.5095 1.2015
C 1.8143 1.2334 0.0203
C 0.3791 -0.8395 0.9354
N 1.5173 -0.5908 1.5497
N -0.1638 0.0853 0.0935
N -2.4086 -0.4650 -1.1002
N 0.5232 1.0253 -0.4096
H 3.1879 0.5141 1.7672
H 2.3049 1.9756 -0.6424
H -0.1173 -1.8677 1.0555
H -2.3377 -1.3500 -1.5372
H -1.4760 -0.1162 -0.4313
H -3.3598 -0.3358 -0.7447
H -2.0850 0.2217 -1.7577
*
```



(5)
Computed, not measured: a gas-phase ion, C3H7N4O (charge +1) at a distorted geometry, with ωB97M-V/def2-TZVPD.

Energy (a.u.): -412.3607
Gap between HOMO and LUMO (spin up / spin down) (eV): 8.09 / 8.10
Relative energy (zero: lowest compared OMol25 entry of this formula, charge and spin) (kJ/mol): 489.2

Structure (ORCA input):
```
! RIJCOSX wB97M-V def2-TZVPD def2/J DEFGRID3
* xyz 1 1
C -1.0316 1.2532 -0.4128
C -0.7876 -0.1910 1.4620
C 0.9447 -0.0221 -0.2586
N 2.0911 0.3198 -2.1165
N 1.2122 -0.3504 -1.5050
N -1.5925 0.5831 0.4682
N 0.1359 -0.9695 0.5349
O -1.1266 1.9992 -1.2910
H -0.0932 0.4173 2.0933
H -1.2928 -0.8919 2.2426
H 1.6353 0.4991 0.3375
H 2.1790 -0.1107 -2.9330
H -2.6603 0.6006 0.6169
H 0.7500 -1.6044 0.9616
H -0.3634 -1.5321 -0.2001
*
```



(6)
Computed, not measured: C3H7N5 in the gas phase at a distorted geometry, with ωB97M-V/def2-TZVPD.

SMILES: C=N/N=C\N=C/NN
Energy (a.u.): -392.0812
Gap between HOMO and LUMO (eV): 9.31
Relative energy (zero: lowest compared OMol25 entry of this formula, charge and spin) (kJ/mol): 572.0

Structure (ORCA input):
```
! RIJCOSX wB97M-V def2-TZVPD def2/J DEFGRID3
* xyz 0 1
C 1.1753 0.5367 -0.1550
C -0.3296 1.7739 0.9262
C -0.9989 -1.1167 1.6205
H 0.6673 -1.8345 -2.4683
H 0.4841 -0.4135 -2.9404
H -0.5787 -0.3958 -0.5918
H 2.1274 0.5682 -0.6669
H -0.3389 2.7944 1.0197
H -0.6654 -0.9536 2.8119
H -1.2373 -2.2356 1.1253
N 1.0892 -0.8343 -2.0893
N 0.3912 -0.2036 -0.9834
N 0.9343 1.4111 0.8234
N -1.3863 1.1304 0.8931
N -1.3337 -0.2271 0.6751
*
```



Copy entry 5 word for word.
Computed, not measured: a gas-phase ion, C3H7N4O (charge +1) at a distorted geometry, with ωB97M-V/def2-TZVPD.

Energy (a.u.): -412.3607
Gap between HOMO and LUMO (spin up / spin down) (eV): 8.09 / 8.10
Relative energy (zero: lowest compared OMol25 entry of this formula, charge and spin) (kJ/mol): 489.2

Structure (ORCA input):
```
! RIJCOSX wB97M-V def2-TZVPD def2/J DEFGRID3
* xyz 1 1
C -1.0316 1.2532 -0.4128
C -0.7876 -0.1910 1.4620
C 0.9447 -0.0221 -0.2586
N 2.0911 0.3198 -2.1165
N 1.2122 -0.3504 -1.5050
N -1.5925 0.5831 0.4682
N 0.1359 -0.9695 0.5349
O -1.1266 1.9992 -1.2910
H -0.0932 0.4173 2.0933
H -1.2928 -0.8919 2.2426
H 1.6353 0.4991 0.3375
H 2.1790 -0.1107 -2.9330
H -2.6603 0.6006 0.6169
H 0.7500 -1.6044 0.9616
H -0.3634 -1.5321 -0.2001
*
```